# 1
The following is a DFT calculation (the ωB97M-V functional and the def2-TZVPD basis) of a molecular structure, C4H7O4P.

Values from the calculation:
**Molar mass**: 150.1 Da
**E_LUMO**: 0.52 eV
**Energy relative to the best compared isomer or geometry (same formula, charge and spin)**: 0.0 kcal/mol
**HOMO**: -10.58 eV
**Kohn-Sham gap**: 11.097 eV
**E**: -798.9727 hartree

Geometry as ORCA input:
```
! wB97M-V def2-TZVPD RIJCOSX def2/J DEFGRID3
* xyz 0 1
P 0.044 0.307 -1.127
H 1.086 2.060 1.018
H -0.199 1.474 2.052
C -0.879 -1.721 -1.769
H -2.451 -0.250 -0.986
O -0.453 0.602 0.335
H 2.355 0.033 1.466
H 0.793 -0.731 2.137
C 1.332 0.166 1.992
C -1.704 -0.388 -1.802
O -1.243 -2.855 -1.992
H 1.516 0.483 3.054
H -2.050 -0.174 -2.853
O 1.067 1.238 -1.614
O 0.317 -1.368 -1.232
C 0.467 1.124 1.323
*
```

---

# 2
The following is a DFT calculation (the ωB97M-V functional and the def2-TZVPD basis) of a gas-phase ion, HI3OP (charge +1).

Values from the calculation:
**Molar mass**: 428.7 Da
**E_LUMO**: -6.36 eV
**Energy relative to the best compared isomer or geometry (same formula, charge and spin)**: 1.6 kcal/mol
**HOMO**: -14.20 eV
**Kohn-Sham gap**: 7.836 eV
**E**: -1310.0632 hartree

Geometry as ORCA input:
```
! wB97M-V def2-TZVPD RIJCOSX def2/J DEFGRID3
* xyz 1 1
P 0.199 0.086 0.178
I 1.729 -0.035 -1.799
O -1.299 0.237 -0.247
H -1.816 -0.393 -0.834
I 0.550 2.091 1.430
I 0.637 -1.987 1.273
*
```

---

# 3
The following is a DFT calculation (the ωB97M-V functional and the def2-TZVPD basis) of a molecular structure, C14H11N2O6Pd.

Values from the calculation:
**Molar mass**: 409.7 Da
**E_LUMO (spin up / spin down)**: -10.94 / -14.85 eV
**HOMO (spin up / spin down)**: -19.97 / -19.92 eV
**Kohn-Sham gap (spin up / spin down)**: 9.035 / 5.067 eV
**E**: -1227.3785 hartree
**<S²>**: 6.059

Geometry as ORCA input:
```
! wB97M-V def2-TZVPD RIJCOSX def2/J DEFGRID3
* xyz 3 5
H -2.157 -4.240 -0.652
C 0.699 1.581 1.308
O 0.950 1.733 5.395
H 1.233 -2.217 -3.701
H 0.765 0.662 3.261
O 1.646 5.062 -0.562
C 1.047 3.960 1.329
O 0.402 -0.809 1.195
H 1.305 4.956 3.239
C 1.026 2.818 3.357
C -3.269 -2.921 -2.791
H -3.951 -3.015 -1.943
H -1.154 -1.839 -4.123
N 1.096 2.827 4.914
O 0.216 0.270 -0.656
C -0.851 -2.406 -3.249
C 0.503 -2.626 -3.011
H 0.768 2.775 -0.482
C 1.160 4.022 2.706
H 0.229 -4.807 -0.367
Pd 0.205 -1.929 -0.599
C -0.059 -4.060 -1.100
C -1.860 -3.002 -2.425
C 0.824 1.589 2.699
N 1.195 5.279 0.539
C 0.921 -3.499 -1.968
O 1.341 3.893 5.392
O 0.993 6.279 1.151
C 0.431 0.312 0.583
H -3.531 -3.787 -3.434
H -3.493 -2.047 -3.405
C 0.834 2.772 0.600
H 1.953 -3.831 -1.914
C -1.419 -3.755 -1.285
*
```

---

# 4
The following is a DFT calculation (the ωB97M-V functional and the def2-TZVPD basis) of a molecular structure, C20H27BN7ReS.

Values from the calculation:
**Molar mass**: 594.6 Da
**E_LUMO (spin up / spin down)**: -11.91 / -11.38 eV
**Energy relative to the best compared isomer or geometry (same formula, charge and spin)**: 0.0 kcal/mol
**HOMO (spin up / spin down)**: -17.68 / -17.81 eV
**Kohn-Sham gap (spin up / spin down)**: 5.768 / 6.432 eV
**E**: -1662.0293 hartree
**<S²>**: 0.879

Geometry as ORCA input:
```
! wB97M-V def2-TZVPD RIJCOSX def2/J DEFGRID3
* xyz 3 2
C 2.268 -3.027 -0.229
H 3.394 -4.769 0.186
N -1.369 -1.150 -0.859
H -0.048 3.172 2.752
C -1.145 6.154 -0.729
H -2.078 6.671 -0.542
C -1.156 4.797 -1.034
C -2.895 -0.337 -2.677
H -0.042 0.993 4.314
H -2.160 0.464 -2.789
N -0.025 0.191 1.152
H -0.901 2.886 1.234
H -0.033 -1.583 5.078
H 2.498 -4.136 1.576
C -3.084 -2.497 -1.260
N -0.023 -1.028 1.762
H 2.996 -0.838 -3.628
H -0.003 -3.288 1.553
C 3.074 -2.471 -1.238
C -0.031 1.151 2.124
C 2.466 -4.299 0.497
H -3.860 0.110 -2.436
N 1.352 -1.131 -0.856
C -2.493 -1.315 -1.632
C -2.469 -4.324 0.476
C 2.473 -1.293 -1.621
H 0.882 2.880 1.281
N 1.187 4.864 -1.239
C -0.025 2.608 1.823
C -0.029 -0.859 3.088
H 2.199 6.649 -0.945
H 2.152 0.476 -2.797
H 3.850 0.116 -2.432
C -0.035 0.522 3.346
C -0.027 -1.971 4.064
H 1.647 -4.995 0.302
H -2.088 4.253 -1.096
B -0.009 -2.305 0.899
H -0.900 -2.613 3.931
N -1.253 -2.216 -0.020
C 2.883 -0.326 -2.673
C -2.276 -3.052 -0.246
S 0.154 2.463 -1.743
H -3.393 -4.801 0.162
H -1.644 -5.013 0.283
C 1.226 6.176 -0.947
H -3.982 -2.928 -1.671
H -2.504 -4.162 1.555
H -3.007 -0.839 -3.638
Re -0.031 0.358 -0.873
H 2.058 4.400 -1.473
H 3.977 -2.895 -1.643
H 0.087 7.905 -0.441
C 0.059 6.850 -0.676
H 0.855 -2.602 3.939
C 0.039 4.150 -1.279
N 1.238 -2.196 -0.014
*
```

---

# 5
The following is a DFT calculation (the ωB97M-V functional and the def2-TZVPD basis) of 2 unconnected molecules or ions with the total composition C2H6OS2.

Values from the calculation:
**Molar mass**: 110.2 Da
**Structure (SMILES)**: C=CO.SS
**E_LUMO**: 0.28 eV
**Energy relative to the best compared isomer or geometry (same formula, charge and spin)**: 27.3 kcal/mol
**HOMO**: -8.94 eV
**Kohn-Sham gap**: 9.218 eV
**E**: -951.3486 hartree

Geometry as ORCA input:
```
! wB97M-V def2-TZVPD RIJCOSX def2/J DEFGRID3
* xyz 0 1
C 0.557 -0.291 -3.282
H 1.759 -1.976 -2.959
C 1.562 -1.114 -3.596
S -1.534 1.467 5.118
S -1.467 0.355 6.847
H 0.020 1.470 -2.954
H -2.747 -0.077 6.684
O 0.797 1.084 -3.378
H -1.092 0.492 4.352
H -0.290 -0.610 -2.686
H 2.435 -0.800 -4.146
*
```

---

# 6
The following is a DFT calculation (the ωB97M-V functional and the def2-TZVPD basis) of 2 unconnected molecules or ions with the total composition C4H10N.

Values from the calculation:
**Molar mass**: 72.1 Da
**E_LUMO**: -8.73 eV
**Energy relative to the best compared isomer or geometry (same formula, charge and spin)**: 137.3 kcal/mol
**HOMO**: -16.57 eV
**Kohn-Sham gap**: 7.838 eV
**E**: -212.7016 hartree

Geometry as ORCA input:
```
! wB97M-V def2-TZVPD RIJCOSX def2/J DEFGRID3
* xyz 1 1
H 1.299 1.006 -1.206
C 0.954 -0.849 -0.036
H 1.806 1.127 0.479
H -0.633 2.064 -0.456
C 1.054 0.696 -0.177
H -0.533 -1.059 1.542
H -0.456 1.507 1.178
H -0.894 -2.013 0.112
H 1.709 -1.264 0.628
N -1.234 0.054 -0.051
C -0.338 1.196 0.130
H -1.253 -0.072 -1.207
H 1.087 -1.362 -1.001
C -0.454 -1.079 0.450
H -0.258 -0.121 -1.981
*
```

---

# 7
The following is a DFT calculation (the ωB97M-V functional and the def2-TZVPD basis) of 2 unconnected molecules or ions with the total composition H4O2.

Values from the calculation:
**Molar mass**: 36.0 Da
**Structure (SMILES)**: O.O
**E_LUMO**: 0.61 eV
**Energy relative to the best compared isomer or geometry (same formula, charge and spin)**: 6.5 kcal/mol
**HOMO**: -11.63 eV
**Kohn-Sham gap**: 12.233 eV
**E**: -152.8645 hartree

Geometry as ORCA input:
```
! wB97M-V def2-TZVPD RIJCOSX def2/J DEFGRID3
* xyz 0 1
H -0.385 -1.317 0.209
O 0.647 1.717 0.194
O -0.710 -1.650 -0.663
H 0.248 0.982 0.669
H 0.197 2.484 0.577
H 0.004 -2.217 -0.985
*
```

---

# 8
The following is a DFT calculation (the ωB97M-V functional and the def2-TZVPD basis) of a single H8OSi4 molecule.

Values from the calculation:
**Molar mass**: 136.4 Da
**E_LUMO**: -1.28 eV
**Energy relative to the best compared isomer or geometry (same formula, charge and spin)**: 2.2 kcal/mol
**HOMO**: -8.26 eV
**Kohn-Sham gap**: 6.981 eV
**E**: -1237.9112 hartree

Geometry as ORCA input:
```
! wB97M-V def2-TZVPD RIJCOSX def2/J DEFGRID3
* xyz 0 1
Si -1.997 -0.206 -0.626
H 2.601 1.221 -0.967
H -1.608 -0.023 -2.083
H 3.777 0.511 1.046
H 1.865 2.123 1.177
Si -3.688 0.856 0.525
H -2.929 -1.396 -0.730
Si 2.348 0.914 0.422
H -4.711 1.212 -0.342
O 0.968 0.076 0.660
H 0.663 -1.847 -0.830
Si -0.020 -1.195 0.320
H 0.148 -2.198 1.341
*
```